Entry 1:
{"formula": "C5H4O2", "method": "ωB97M-V with the def2-TZVPD basis set", "species": ["O", "C", "C", "C", "C", "C", "O", "H", "H", "H", "H"], "xyz": [[-1.055, 2.464, 1.387], [-0.421, 1.992, 0.574], [-1.296, -0.534, -0.643], [-0.314, -1.081, 0.077], [1.108, -0.726, 0.088], [1.687, 0.428, -0.205], [2.308, 1.387, -0.434], [-2.325, -0.852, -0.510], [-1.113, 0.240, -1.381], [-0.564, -1.889, 0.762], [1.837, -1.468, 0.400]], "de_lowest_kj_mol": 148.46, "charge": 0, "max_force_ev_per_a": 1.5, "gap_ev": 9.286, "molar_mass_g_mol": 96.1}

Entry 2:
{"formula": "C5H4O2", "method": "ωB97M-V with the def2-TZVPD basis set", "species": ["C", "C", "C", "C", "C", "O", "O", "H", "H", "H", "H"], "xyz": [[-1.253, -0.872, -0.081], [-2.068, 0.183, 0.287], [-0.066, -0.302, -0.534], [-0.238, 0.999, -0.400], [1.187, 0.551, -0.468], [-1.417, 1.393, 0.165], [2.057, 0.642, 0.591], [-1.709, -1.901, -0.047], [-3.101, 0.280, 0.518], [1.664, 0.493, -1.372], [2.402, -0.209, 0.680]], "de_lowest_kj_mol": 450.10, "charge": 0, "smiles": "O[C@H]1c2ccoc21", "max_force_ev_per_a": 3.9, "gap_ev": 9.841, "molar_mass_g_mol": 96.1}

Entry 3:
{"formula": "C5H4O2", "method": "ωB97M-V with the def2-TZVPD basis set", "species": ["C", "C", "C", "C", "C", "O", "O", "H", "H", "H", "H"], "xyz": [[0.356, -1.304, 1.228], [-0.982, -1.333, 0.763], [-0.165, -0.147, 0.730], [-0.640, 1.895, -0.412], [0.093, 1.216, 0.434], [-2.027, -1.875, 0.559], [-1.247, 2.475, -1.203], [1.209, -1.757, 1.678], [1.023, -0.499, -1.973], [1.404, -0.356, -2.646], [0.977, 1.684, 0.843]], "de_lowest_kj_mol": 345.88, "charge": 0, "max_force_ev_per_a": 1.5, "gap_ev": 9.450, "molar_mass_g_mol": 96.1}

Entry 4:
{"formula": "C5H4O2", "method": "ωB97M-V with the def2-TZVPD basis set", "species": ["O", "C", "C", "C", "C", "C", "O", "H", "H", "H", "H"], "xyz": [[-0.440, -2.536, -0.298], [-0.235, -1.371, -0.310], [0.020, -0.437, -1.584], [0.182, 0.840, -0.874], [0.091, 0.858, 0.355], [-0.165, -0.416, 1.018], [-0.304, -0.808, 2.134], [0.908, -0.775, -2.125], [-0.839, -0.480, -2.259], [0.027, 2.635, 1.995], [0.754, 2.490, 1.948]], "de_lowest_kj_mol": 494.20, "charge": 0, "smiles": "O=C1C#CCC1=O.[H][H]", "max_force_ev_per_a": 0.9, "gap_ev": [9.297, 9.297], "molar_mass_g_mol": 96.1}

Entry 5:
{"formula": "C5H4O2Ru", "method": "ωB97M-V with the def2-TZVPD basis set", "species": ["O", "C", "C", "C", "C", "H", "H", "H", "C", "O", "Ru", "H"], "xyz": [[2.364, -1.294, 1.425], [1.395, -1.341, 0.807], [0.247, -1.428, 0.122], [-0.531, -0.290, -0.282], [-1.868, -0.179, -0.340], [-0.158, -2.439, 0.040], [-2.491, -0.561, 0.469], [-2.328, 0.589, -0.964], [0.189, 1.169, -0.451], [1.402, 1.288, -0.205], [2.012, 2.797, 0.708], [-0.234, 1.688, -1.330]], "de_lowest_kj_mol": 0.00, "charge": 3, "max_force_ev_per_a": 7.8, "gap_ev": [7.323, 7.156], "molar_mass_g_mol": 197.2, "s_squared": 8.789, "multiplicity": 6}

Entry 6:
{"formula": "C5H4O3", "method": "ωB97M-V with the def2-TZVPD basis set", "species": ["C", "C", "C", "C", "C", "H", "H", "H", "H", "O", "O", "O"], "xyz": [[-0.832, -0.637, 1.140], [0.432, -0.943, 1.346], [0.390, 0.311, -0.573], [0.486, 1.216, -1.832], [-0.953, 0.164, -0.172], [-2.679, -1.023, 1.840], [1.060, -1.462, 2.082], [-0.680, 1.795, -1.853], [-1.766, 0.253, -0.867], [-1.796, -1.002, 2.181], [1.233, -0.082, 0.403], [1.430, 1.056, -2.667]], "de_lowest_kj_mol": 404.98, "charge": 0, "smiles": "O=Cc1cc(O)co1", "max_force_ev_per_a": 5.8, "gap_ev": 9.127, "molar_mass_g_mol": 112.1}

Entry 7:
{"formula": "C5H4O3", "method": "ωB97M-V with the def2-TZVPD basis set", "species": ["C", "C", "C", "C", "C", "H", "H", "H", "H", "O", "O", "O"], "xyz": [[-0.343, 2.032, 0.080], [-0.389, -0.235, 0.425], [-0.512, -1.670, 0.247], [0.784, -1.855, -0.289], [0.750, 0.244, -0.116], [-0.152, 2.168, 1.315], [-0.853, 2.951, -0.529], [-1.050, -2.400, 0.723], [1.081, -2.796, -0.573], [-1.339, 0.911, 0.123], [1.319, -0.797, -0.637], [0.704, 1.448, -0.769]], "de_lowest_kj_mol": 527.98, "charge": 0, "smiles": "c1cc2c(o1)OCO2", "max_force_ev_per_a": 8.0, "gap_ev": 9.430, "molar_mass_g_mol": 112.1}

Entry 8:
{"formula": "C5H4O3", "method": "ωB97M-V with the def2-TZVPD basis set", "species": ["C", "C", "C", "C", "C", "H", "H", "H", "H", "O", "O", "O"], "xyz": [[-1.765, -0.312, -0.080], [-0.167, -0.132, -0.070], [0.713, 0.850, -0.451], [1.952, 0.388, -0.255], [0.607, -1.210, 0.259], [-2.096, 1.371, 1.032], [0.443, 1.848, -0.768], [2.854, 0.913, -0.284], [0.311, -2.261, 0.530], [-2.500, 0.702, 0.414], [-2.276, -1.279, -0.597], [1.924, -0.878, 0.271]], "de_lowest_kj_mol": 124.23, "charge": 0, "smiles": "O=C(O)c1ccoc1", "max_force_ev_per_a": 4.7, "gap_ev": 9.693, "molar_mass_g_mol": 112.1}

Entry 9:
{"formula": "C5H4S2", "method": "ωB97M-V with the def2-TZVPD basis set", "species": ["C", "C", "C", "C", "C", "H", "H", "H", "H", "S", "S"], "xyz": [[0.189, 0.508, -0.688], [1.592, 1.119, -0.634], [2.111, 0.286, 0.519], [1.300, -0.566, 1.070], [0.028, -0.616, 0.357], [2.165, 1.309, -1.727], [1.627, 2.214, -0.279], [3.196, 0.352, 0.834], [1.878, -1.016, 1.843], [-1.254, 0.841, -1.540], [-1.257, -1.294, 1.264]], "de_lowest_kj_mol": 256.23, "charge": 0, "smiles": "S=C1C=CCC1=S", "max_force_ev_per_a": 5.1, "gap_ev": 6.728, "molar_mass_g_mol": 128.2}

Entry 10:
{"formula": "C5H5AuBCl3F2N3OS3", "method": "ωB97M-V with the def2-TZVPD basis set", "species": ["Au", "O", "S", "N", "S", "C", "N", "C", "C", "S", "H", "H", "H", "H", "H", "Cl", "C", "Cl", "Cl", "C", "N", "F", "B", "F"], "xyz": [[-1.011, -0.992, 0.980], [-2.335, 0.421, 3.350], [-2.198, 1.365, 2.261], [-1.711, 0.883, 0.935], [-1.234, -0.269, -2.360], [-0.487, 1.194, -1.817], [-1.184, 2.300, -1.873], [-0.608, 3.455, -1.174], [0.893, 3.200, -1.148], [1.094, 1.386, -1.210], [-2.176, 2.259, -2.067], [-1.033, 3.476, -0.169], [-0.854, 4.372, -1.703], [1.355, 3.572, -0.238], [1.401, 3.620, -2.014], [1.151, -5.891, 2.452], [1.957, -4.343, 2.224], [3.189, -4.445, 0.968], [2.636, -3.748, 3.735], [0.948, -3.372, 1.776], [0.164, -2.619, 1.433], [-0.795, -2.772, -1.555], [-0.223, -1.590, -1.526], [1.061, -1.462, -1.262]], "de_lowest_kj_mol": 0.00, "charge": 1, "max_force_ev_per_a": 1.0, "gap_ev": 8.879, "molar_mass_g_mol": 571.5}

Entry 11:
{"formula": "C5H5BClF4N", "method": "ωB97M-V with the def2-TZVPD basis set", "species": ["Cl", "C", "C", "C", "C", "C", "N", "H", "H", "H", "H", "H", "B", "F", "F", "F", "F"], "xyz": [[-1.870, 1.744, 1.862], [-0.526, 1.272, 0.939], [-0.232, 1.832, -0.281], [0.849, 1.326, -0.987], [1.626, 0.304, -0.470], [1.283, -0.222, 0.752], [0.235, 0.279, 1.417], [-0.856, 2.604, -0.698], [1.067, 1.707, -1.973], [2.431, -0.131, -1.037], [1.785, -1.070, 1.185], [-0.058, -0.177, 2.270], [-1.159, -1.913, -0.612], [-1.558, -1.569, 0.714], [0.209, -2.285, -0.570], [-1.935, -2.945, -1.089], [-1.293, -0.757, -1.423]], "charge": 0, "max_force_ev_per_a": 0.4, "gap_ev": 9.771, "molar_mass_g_mol": 201.4}

Entry 12:
{"formula": "C5H5Br2N3O4", "method": "ωB97M-V with the def2-TZVPD basis set", "species": ["C", "C", "C", "C", "C", "N", "N", "N", "O", "O", "O", "O", "Br", "Br", "H", "H", "H", "H", "H"], "xyz": [[-0.141, -1.074, -1.763], [0.894, -0.204, -1.085], [-0.795, -0.380, 0.907], [0.461, 0.252, 0.299], [-1.798, -0.514, -0.219], [-1.312, -1.198, -1.303], [1.655, 0.075, 1.219], [0.384, 1.822, 0.354], [2.716, -0.157, 0.697], [1.184, 2.426, -0.334], [1.398, 0.093, 2.391], [-0.347, 2.303, 1.169], [-2.556, 1.276, -0.831], [-3.469, -1.386, 0.510], [0.257, -1.863, -2.406], [1.731, -0.841, -0.960], [1.247, 0.610, -1.733], [-0.454, -1.429, 1.172], [-1.053, 0.189, 1.917]], "charge": 0, "max_force_ev_per_a": 2.8, "gap_ev": 9.152, "molar_mass_g_mol": 330.9}